Record 1
Formula: C17H21BN6O3SSr
Source: the OMol25 dataset
Level of theory: wB97M-V/def2-TZVPD

Element x y z (Å)
H1 1.1254 3.3607 0.1496
N1 0.8040 1.7872 -1.2226
B1 0.3415 0.3939 -3.2775
N2 0.6926 1.7419 -2.6003
C1 0.8963 2.9721 -3.1196
Sr1 1.4668 0.3392 0.6229
H2 0.8756 3.1035 -4.1900
C2 1.1297 3.8622 -2.0566
H3 1.3232 4.9111 -2.1172
C3 1.0473 3.0728 -0.8878
H4 0.3487 0.4879 -4.4713
C4 -1.9161 -2.0528 1.5823
H5 -1.6974 -2.4361 2.5822
H6 -0.9775 -2.0466 0.9681
H7 -2.6572 -2.7434 1.1645
N3 -1.0965 -0.0003 -2.7819
N4 1.2966 -0.7521 -2.8103
N5 -1.3467 -0.1374 -1.4369
N6 1.5230 -0.9842 -1.4613
C5 -2.2255 -0.2146 -3.4777
C6 2.0206 -1.6211 -3.5422
H8 -2.1939 -0.1425 -4.5627
H9 1.9984 -1.5432 -4.6248
C7 -3.2493 -0.5068 -2.5954
C8 2.7176 -2.4682 -2.6718
C9 -2.6503 -0.4456 -1.3160
C10 2.3549 -2.0533 -1.3699
H10 -4.2765 -0.7304 -2.8365
H11 3.3975 -3.2598 -2.9381
H12 -3.1270 -0.6046 -0.3708
H13 2.6382 -2.4781 -0.4073
H14 -2.3183 -1.0577 1.7366
C11 -0.4155 1.1866 8.7508
C12 0.1179 0.8917 7.3839
C13 0.5093 -0.4166 7.0935
C14 1.0546 -0.7362 5.8541
C15 1.2589 0.2715 4.9047
C16 0.7965 1.5692 5.1519
C17 0.2373 1.8785 6.3982
S1 2.1533 -0.1257 3.4386
O1 3.4688 -0.5856 3.8189
O2 1.2779 -1.1039 2.7095
O3 2.1310 1.1946 2.7280
H15 -1.3076 0.5770 8.9456
H16 0.3145 0.9326 9.5319
H17 -0.6989 2.2412 8.8488
H18 0.4106 -1.1887 7.8599
H19 1.3282 -1.7656 5.6225
H20 0.8690 2.3383 4.3776
H21 -0.0868 2.9022 6.6308

Output
ΔE to the lowest compared entry with this formula, charge and spin	0.00	kJ/mol

natural (NBO) atomic charge list, values in e, 8 entries:
1 H 0.205
2 N -0.429
3 B 0.564
4 N -0.319
5 C 0.013
6 Sr 1.881
7 H 0.229
8 C -0.352


Record 2
Formula: C17H21BrO7P
Source: the OMol25 dataset
Level of theory: wB97M-V/def2-TZVPD

Element x y z (Å)
C1 -0.3017 -2.6283 -1.2086
C2 -0.7736 -1.5090 -0.2148
O1 -1.2493 -0.3392 -0.8368
C3 -2.4207 -0.5800 -1.6422
P1 -4.0414 -0.9757 -0.6819
O2 -4.5300 -1.9241 -2.0995
C4 -5.5199 -2.8169 -1.6309
C5 -6.5152 -1.8374 -0.8880
Br1 -8.1171 -2.6316 -0.0556
O3 -5.6830 -1.1244 -0.0145
H1 0.6440 -3.1088 -0.9090
H2 -0.1992 -2.1432 -2.2027
H3 -1.1257 -3.3591 -1.3222
H4 0.1233 -1.2045 0.3590
H5 -1.4646 -1.9382 0.5344
H6 -2.2778 -1.3467 -2.4326
H7 -2.6105 0.3761 -2.1792
H8 -3.5785 -2.2321 -0.0979
H9 -3.5572 -0.4073 0.5694
H10 -4.5344 0.2934 -1.1727
H11 -5.1684 -3.4923 -0.8173
H12 -5.9064 -3.3740 -2.4997
H13 -6.8414 -1.1699 -1.7155
C6 2.3450 1.6818 2.7840
C7 1.5285 0.7346 2.3268
C8 0.7869 -0.1506 3.2504
O4 0.0478 -1.0127 2.8300
C9 0.9829 0.0579 4.7040
C10 1.7999 1.0056 5.1611
C11 2.5431 1.8902 4.2344
O5 3.2879 2.7567 4.6530
H14 2.8941 2.3354 2.1247
H15 1.3708 0.5690 1.2695
H16 0.4304 -0.5985 5.3645
H17 1.9576 1.1727 6.2193
C12 3.8662 1.2397 -2.0508
C13 4.3387 1.8949 -3.1101
C14 5.1473 3.1244 -2.9536
O6 5.5773 3.7235 -3.9177
C15 5.4125 3.5985 -1.5762
C16 4.9403 2.9439 -0.5170
C17 4.1321 1.7137 -0.6744
O7 3.7028 1.1151 0.2904
H18 3.2717 0.3395 -2.1445
H19 4.1552 1.5635 -4.1240
H20 6.0060 4.4990 -1.4822
H21 5.1235 3.2758 0.4975

Output
total energy	-111629.80757	eV
net charge	-1

natural (NBO) atomic charge list, values in e, 8 entries:
1 C -0.663
2 C -0.055
3 O -0.558
4 C -0.378
5 P 1.143
6 O -0.823
7 C -0.115
8 C 0.074


Record 3
Formula: C17H21ClIrNO5SSe2
Source: the OMol25 dataset
Level of theory: wB97M-V/def2-TZVPD

Element x y z (Å)
Ir1 -0.7190 0.9255 0.1286
O1 1.4683 2.6454 -2.2117
C1 2.4933 3.4015 -1.5992
C2 2.6053 3.0946 -0.1132
C3 3.8858 3.8602 0.3219
O2 4.1649 3.8070 1.7081
C4 2.8530 1.6317 0.2194
Se1 1.5282 0.2065 -0.0810
C5 1.4552 3.6761 0.7173
Se2 -0.3936 3.1649 0.3428
H1 1.4845 2.8282 -3.1539
H2 2.3048 4.4796 -1.7107
H3 3.4681 3.1895 -2.0601
H4 3.8150 4.9021 -0.0128
H5 4.7461 3.4075 -0.1754
H6 3.6114 4.4451 2.1652
H7 3.1437 1.5981 1.2693
H8 3.7106 1.2815 -0.3613
H9 1.4436 4.7664 0.6367
H10 1.6118 3.4204 1.7657
Cl1 -5.6429 1.5486 2.9387
C6 -4.8734 1.4273 1.3984
C7 -5.6170 1.3829 0.2329
C8 -4.9373 1.2836 -0.9696
C9 -3.5577 1.2292 -0.9632
N1 -2.8536 1.2729 0.1714
C10 -3.4927 1.3688 1.3367
H11 -6.6967 1.4202 0.2728
H12 -5.4706 1.2367 -1.9079
H13 -2.9824 1.1247 -1.8719
H14 -2.8837 1.3823 2.2297
C11 1.6708 -6.6481 -0.1288
C12 0.8237 -5.4075 -0.0897
C13 -0.4070 -5.3619 -0.7375
C14 -1.1999 -4.2269 -0.6834
C15 -0.7484 -3.1252 0.0237
C16 0.4770 -3.1404 0.6786
C17 1.2522 -4.2834 0.6162
S1 -1.7095 -1.6571 0.0450
O3 -1.2943 -0.8771 1.2365
O4 -3.0958 -2.0071 -0.0333
O5 -1.2309 -0.7722 -1.0717
H15 1.3228 -7.3432 -0.8915
H16 1.6435 -7.1645 0.8326
H17 2.7125 -6.4028 -0.3386
H18 -0.7508 -6.2278 -1.2899
H19 -2.1625 -4.1951 -1.1755
H20 0.8141 -2.2661 1.2204
H21 2.2093 -4.3027 1.1235

Output
ΔE to the lowest compared entry with this formula, charge and spin	109.69	kJ/mol

natural (NBO) atomic charge list, values in e, 8 entries:
1 Ir 0.662
2 O -0.712
3 C -0.055
4 C -0.139
5 C -0.046
6 O -0.714
7 C -0.565
8 Se -0.115


Record 4
Formula: C17H21ClN2O3S
Source: the OMol25 dataset
Level of theory: wB97M-V/def2-TZVPD

Element x y z (Å)
C1 -3.0848 -2.9281 -2.7125
C2 -4.0442 -2.0994 -1.8651
C3 -4.2849 -2.6922 -0.4752
C4 -3.0381 -2.7327 0.4139
N1 -2.4896 -1.4190 0.6652
C5 -2.8580 -0.6945 1.7391
O1 -3.5329 -1.1120 2.6572
C6 -2.2815 0.7127 1.7345
H1 -2.5998 1.2391 2.6315
H2 -1.1927 0.6842 1.6693
S1 -2.9108 1.6858 0.2932
O2 -2.5878 0.8892 -0.9018
C7 -1.5500 2.9858 0.3646
C8 -0.3016 2.3526 -0.0793
C9 0.1694 2.1816 -1.3567
O3 1.3022 1.4492 -1.2743
C10 1.4718 1.1807 0.0379
N2 0.5339 1.6971 0.7818
C11 2.5902 0.3902 0.4994
C12 3.5325 -0.0910 -0.4083
C13 4.5930 -0.8452 0.0582
C14 4.7324 -1.1305 1.4083
C15 3.7897 -0.6484 2.3026
C16 2.7231 0.1082 1.8594
H3 1.9837 0.4907 2.5441
H4 3.8938 -0.8689 3.3539
H5 5.5671 -1.7213 1.7508
Cl1 5.7655 -1.4417 -1.0633
H6 3.4323 0.1251 -1.4601
C17 -0.3351 2.6275 -2.6767
H7 -1.2964 2.1569 -2.8784
H8 -0.4703 3.7081 -2.6901
H9 0.3720 2.3429 -3.4506
H10 -1.4953 3.3378 1.3897
H11 -1.8585 3.7822 -0.3088
H12 -2.1397 -0.9141 -0.1403
H13 -3.3022 -3.1558 1.3858
H14 -2.2594 -3.3488 -0.0419
H15 -5.0473 -2.1003 0.0360
H16 -4.6627 -3.7119 -0.5759
H17 -5.0069 -2.0424 -2.3783
H18 -3.6655 -1.0799 -1.7749
H19 -3.0310 -2.5238 -3.7206
H20 -2.0809 -2.9202 -2.2952
H21 -3.4237 -3.9605 -2.7751

Output
ΔE to the lowest compared entry with this formula, charge and spin	8.17	kJ/mol

natural (NBO) atomic charge list, values in e, 8 entries:
1 C -0.609
2 C -0.412
3 C -0.401
4 C -0.229
5 N -0.623
6 C 0.662
7 O -0.620
8 C -0.714


Record 5
Formula: C17H21ClNO4
Source: the OMol25 dataset
Level of theory: wB97M-V/def2-TZVPD

Element x y z (Å)
C1 -3.8502 -0.1250 -0.9953
O1 -3.8031 -1.4350 -1.4974
C2 -3.2110 -1.5074 -2.7785
C3 -1.6862 -1.6797 -2.6480
C4 -0.9004 -1.1826 -3.8738
C5 -0.1169 0.1095 -3.6480
C6 0.6512 0.1339 -2.3672
C7 1.4261 -0.9203 -1.9145
C8 2.0871 -0.8105 -0.6983
C9 2.9081 -1.9519 -0.1772
O2 3.0140 -2.1423 0.9747
O3 3.5770 -2.7061 -1.1206
Cl1 2.6383 -4.0661 -1.5063
C10 1.9786 0.3368 0.0678
C11 1.2035 1.3750 -0.4137
O4 1.0582 2.5180 0.2799
N1 0.5723 1.2497 -1.6026
H1 -2.8465 0.3284 -0.9591
H2 -4.4741 0.5251 -1.6091
H3 -4.2098 -0.1687 0.0242
H4 -3.6334 -2.3867 -3.2508
H5 -3.4376 -0.6131 -3.3644
H6 -1.4982 -2.7420 -2.5197
H7 -1.3931 -1.2000 -1.7160
H8 -0.2708 -1.9731 -4.2669
H9 -1.6224 -0.9678 -4.6583
H10 0.6162 0.2077 -4.4504
H11 -0.7417 0.9959 -3.7256
H12 1.4725 -1.8015 -2.5276
H13 2.4695 0.4130 1.0237
H14 0.1151 2.6847 0.4291
H15 0.0172 2.0379 -1.9165
C12 0.7154 0.3687 3.9634
C13 0.8023 0.1953 5.3371
C14 1.0797 1.2811 6.1556
C15 1.2647 2.5414 5.6031
C16 1.1762 2.7166 4.2300
C17 0.9043 1.6294 3.4105
H16 0.5012 -0.4806 3.3249
H17 0.6541 -0.7851 5.7697
H18 1.1523 1.1453 7.2263
H19 1.4782 3.3867 6.2436
H20 1.3205 3.6998 3.7997
H21 0.8419 1.7657 2.3426

Output
total energy	-40163.04225	eV
net charge	+1

natural (NBO) atomic charge list, values in e, 8 entries:
1 C -0.242
2 O -0.523
3 C -0.057
4 C -0.443
5 C -0.405
6 C -0.458
7 C 0.331
8 C -0.237